Record 1
DFT (ωB97M-V/def2-TZVPD) results for a structure of composition H20O10Xe at a distorted geometry.

LUMO level ... 0.082 eV
F_max ... 1.086 eV/Å
E_tot ... -29762.4711 eV
Total charge ... 0
Relative energy (zero: lowest compared OMol25 entry of this formula, charge and spin) ... 0.495 eV
M ... 311.4 g/mol

Positions of all 31 atoms, in Å:
Xe (0.506803, 0.116444, 0.815889)
O (0.401243, 3.024574, -0.696731)
H (0.494403, 3.962684, -0.862571)
H (-0.418797, 2.947344, -0.209081)
O (2.323053, -2.422336, -1.350561)
H (3.073893, -1.940746, -1.697781)
H (2.098693, -3.046866, -2.040381)
O (3.885543, 0.589624, 0.584909)
H (3.702023, 1.219884, 1.281559)
H (4.424473, -0.081256, 1.004079)
O (0.682053, -0.522536, -3.168591)
H (1.000063, -1.421786, -3.088341)
H (1.325653, 0.002934, -2.693321)
O (-3.388527, 0.105654, 1.069049)
H (-2.802237, 0.807924, 0.787419)
H (-2.945767, -0.699116, 0.799689)
O (-0.282117, -3.608866, 0.150639)
H (0.568653, -3.181766, 0.050529)
H (-0.189367, -4.147246, 0.936619)
O (-1.921147, 0.719714, 3.751619)
H (-1.364087, 1.488224, 3.627909)
H (-2.427057, 0.657094, 2.941449)
O (2.275553, 1.461014, -1.766291)
H (2.611263, 0.881774, -1.082181)
H (1.703373, 2.072894, -1.303221)
O (-2.611017, -2.201756, -0.398721)
H (-1.817817, -2.706486, -0.218951)
H (-3.327257, -2.774716, -0.124951)
O (-2.197807, 2.711434, 0.872939)
H (-2.946187, 2.900244, 0.306819)
H (-2.437537, 3.086024, 1.720549)

Atomic forces in eV per Å
-0.2 -0.3 0.2
0.1 0.5 0.0
0.1 0.3 -0.1
-0.5 -0.2 0.3
-0.2 -0.1 0.3
0.3 0.2 0.0
0.0 -0.3 -0.2
0.1 -0.1 -0.2
-0.1 0.2 0.1
0.1 -0.2 0.1
-0.4 -0.4 -0.5
-0.1 -0.1 0.1
0.3 0.7 0.3
-0.4 0.5 0.7
0.2 0.2 -0.2
0.2 -0.7 -0.5
-0.1 -0.2 -0.1
0.4 0.4 -0.2
-0.1 -0.2 0.2
0.1 0.1 0.5
0.2 0.1 0.0
-0.4 -0.4 -0.6
0.6 -0.5 -0.7
0.4 0.0 0.3
-0.6 0.2 0.1
-0.5 0.5 0.0
0.7 -0.3 0.1
-0.3 -0.1 0.0
0.4 0.0 -0.2
-0.3 0.1 -0.3
0.0 0.1 0.3

Atom charges from the Mulliken analysis, given in e for atoms 1 to 2: 0.025, -0.628


Record 2
DFT (ωB97M-V/def2-TZVPD) results for a structure of composition C36H80F2N5NaO4S2 at a distorted geometry.

LUMO level ... -9.729 eV
F_max ... 8.915 eV/Å
E_tot ... -85755.2828 eV
Total charge ... +4
Relative energy (zero: lowest compared OMol25 entry of this formula, charge and spin) ... 3.036 eV
M ... 772.2 g/mol

Positions of all 130 atoms, in Å:
Na (-4.675214, 2.289151, -1.491298)
C (-6.537544, -2.727099, 2.317662)
C (-6.444664, -3.909719, 3.308842)
C (-4.923184, -4.289499, 3.622502)
N (-4.684414, -5.402789, 4.697022)
C (-5.279254, -4.991299, 6.057832)
C (-4.503984, -3.820219, 6.702312)
C (-3.023914, -3.994789, 6.822312)
C (-2.438664, -4.349589, 5.448442)
C (-3.087434, -5.580159, 4.861762)
C (-5.231314, -6.776359, 4.227672)
H (-5.936494, -2.870729, 1.419772)
H (-6.126804, -1.821709, 2.764502)
H (-7.572804, -2.604539, 1.999382)
H (-7.028014, -4.778199, 3.002962)
H (-6.999464, -3.449979, 4.126722)
H (-4.377404, -3.364829, 3.810142)
H (-4.395904, -4.744879, 2.784232)
H (-6.291604, -4.614609, 5.911732)
H (-5.209704, -5.929599, 6.608162)
H (-4.794984, -2.920839, 6.159602)
H (-4.960394, -3.675089, 7.681462)
H (-2.525944, -3.094149, 7.181462)
H (-2.833944, -4.776259, 7.558052)
H (-2.566814, -3.516349, 4.757512)
H (-1.356074, -4.446009, 5.530892)
H (-2.674644, -5.699529, 3.860042)
H (-2.921904, -6.502629, 5.418312)
H (-6.223144, -6.984999, 4.628722)
H (-4.618154, -7.540889, 4.704772)
H (-5.270834, -6.719739, 3.139862)
C (-0.845174, -0.901819, -5.390408)
C (-1.396004, 0.338461, -6.125118)
C (-1.507164, 1.488991, -5.185738)
N (-1.634394, 2.864671, -5.981528)
C (-2.221004, 3.851401, -4.931638)
C (-2.474954, 5.235041, -5.503948)
C (-3.411874, 5.208541, -6.716888)
C (-2.897324, 4.276941, -7.836488)
C (-2.605914, 2.849231, -7.217748)
C (-0.260294, 3.439571, -6.459638)
H (0.100836, -0.682409, -4.895408)
H (-0.500884, -1.723889, -6.017918)
H (-1.651634, -1.286389, -4.766048)
H (-2.390694, 0.181921, -6.542488)
H (-0.623824, 0.483341, -6.880658)
H (-0.700134, 1.682601, -4.479128)
H (-2.364514, 1.372311, -4.522828)
H (-3.171184, 3.415631, -4.622828)
H (-1.661644, 3.857401, -3.996128)
H (-2.872544, 5.884501, -4.724048)
H (-1.560244, 5.798201, -5.689038)
H (-4.442334, 4.954681, -6.468238)
H (-3.512424, 6.264371, -6.968298)
H (-3.626144, 4.205331, -8.643828)
H (-1.961124, 4.671531, -8.231368)
H (-3.361834, 2.258571, -6.700238)
H (-2.023974, 2.218731, -7.889988)
H (0.533396, 3.232131, -5.741908)
H (-0.362994, 4.470111, -6.799548)
H (0.041596, 2.846701, -7.323058)
C (6.039286, 5.906641, -0.810568)
C (4.517136, 6.044451, -0.622568)
C (4.051306, 5.670681, 0.861682)
N (2.561686, 5.647991, 1.037532)
C (2.233116, 5.220561, 2.492622)
C (2.718836, 6.206041, 3.580762)
C (2.146136, 7.536951, 3.342202)
C (2.405216, 8.049611, 1.854752)
C (1.980916, 7.023671, 0.794062)
C (1.914876, 4.631321, 0.148632)
H (6.292916, 6.218281, -1.823808)
H (6.394466, 4.887891, -0.655328)
H (6.592446, 6.522181, -0.101188)
H (4.125566, 5.297291, -1.312868)
H (4.081536, 7.008211, -0.886218)
H (4.560536, 6.287481, 1.602192)
H (4.284536, 4.617881, 1.020702)
H (2.508646, 4.183211, 2.682642)
H (1.148436, 5.114791, 2.512192)
H (3.803816, 6.253981, 3.673662)
H (2.379996, 5.843111, 4.551102)
H (2.473396, 8.283161, 4.066212)
H (1.079236, 7.649531, 3.534952)
H (3.469146, 8.225551, 1.696032)
H (2.009306, 9.064701, 1.823922)
H (2.166316, 7.397451, -0.212918)
H (0.904396, 6.957931, 0.951852)
H (2.439356, 3.689131, 0.307652)
H (2.000566, 4.919461, -0.899088)
H (0.835836, 4.567311, 0.288862)
C (3.519576, -2.962689, 2.694682)
C (4.103416, -2.977319, 1.175802)
C (4.160196, -4.465199, 0.679962)
N (4.915916, -4.772389, -0.650338)
C (5.175716, -6.312539, -0.663858)
C (3.900296, -7.096589, -0.964428)
C (2.995356, -6.551239, -2.074658)
C (2.747046, -5.048419, -1.954658)
C (4.077866, -4.295849, -1.871158)
C (6.194916, -3.927689, -0.723758)
H (2.462656, -3.182379, 2.845512)
H (3.686646, -1.974869, 3.124102)
H (4.180256, -3.666039, 3.201522)
H (4.990666, -2.349609, 1.258742)
H (3.374966, -2.351349, 0.660422)
H (3.172716, -4.910239, 0.557782)
H (4.654486, -5.065929, 1.443442)
H (5.726836, -6.555269, 0.244692)
H (5.808166, -6.511469, -1.529038)
H (3.326416, -7.122819, -0.038108)
H (4.095196, -8.135889, -1.228958)
H (2.014806, -7.019809, -1.990568)
H (3.294036, -6.787169, -3.096048)
H (2.093076, -4.714369, -1.149158)
H (2.225856, -4.734649, -2.859098)
H (3.955436, -3.216559, -1.780318)
H (4.685376, -4.531139, -2.745048)
H (6.835636, -4.217709, 0.108982)
H (6.078396, -2.844039, -0.709068)
H (6.753036, -4.171999, -1.627598)
N (-2.627774, 1.268821, 1.091812)
S (-2.845084, 1.515751, 2.574092)
O (-2.226814, 2.702371, 3.100562)
O (-3.125834, 0.354431, 3.426802)
F (-4.350184, 2.057091, 2.373482)
S (-1.205644, 0.319411, 1.454822)
O (-1.332254, -1.132629, 1.750492)
O (-0.099454, 1.064351, 2.114102)
F (-0.629904, 0.248681, -0.096788)

Atomic forces in eV per Å
0.0 -0.1 0.7
0.7 -0.7 -0.5
1.0 0.3 0.1
-1.2 -0.6 -0.1
0.8 0.8 0.1
1.2 0.1 -0.4
-1.3 -0.1 0.0
0.5 -0.1 -0.5
-0.2 0.3 0.8
-1.0 0.5 -0.6
0.0 1.3 0.7
0.0 -0.3 -0.2
-0.3 0.1 0.2
0.1 0.2 0.2
0.2 0.0 -0.2
0.5 -0.6 0.8
0.0 -0.3 0.7
-0.5 0.2 -0.5
-0.1 -0.7 -0.1
-0.4 0.3 0.4
0.3 0.2 -0.2
0.0 -0.1 0.1
-0.2 0.0 0.1
0.2 -0.2 -0.1
-0.1 0.1 0.0
0.0 -0.5 -0.1
-0.4 -0.4 -0.2
-0.2 0.2 0.2
-0.2 0.6 -0.1
0.3 0.0 -0.7
0.3 -0.6 0.2
-0.5 -0.2 -0.1
1.3 -1.1 0.1
0.2 1.8 -0.8
0.7 2.1 1.4
-0.2 -0.1 -0.5
-0.1 0.0 0.3
0.2 0.5 0.1
0.0 -0.5 1.8
1.3 -0.1 1.0
-0.6 -1.7 -0.2
-0.4 0.4 0.7
-0.7 0.1 -0.6
0.5 -0.2 0.5
0.3 -0.4 -0.4
-0.4 0.6 -0.4
0.5 -0.3 -0.4
-0.5 0.3 -0.4
-0.3 -0.1 -0.4
0.8 -0.1 -0.4
-0.5 -0.3 0.2
0.3 -0.4 -0.5
0.0 -0.4 0.4
0.2 -0.1 -0.8
0.2 -0.3 0.0
-0.1 -0.1 -0.2
-1.0 0.4 -1.1
-0.6 0.0 -0.3
-0.4 0.5 0.4
0.0 -0.2 0.5
-0.2 0.0 -0.2
-0.2 0.7 0.5
-0.3 -1.0 1.3
0.7 -0.8 -2.1
-0.5 0.7 1.0
-0.4 0.1 0.4
-0.1 -1.3 -0.1
-0.5 2.5 -1.4
1.4 -0.6 1.6
-1.4 1.2 1.1
0.3 0.3 -0.7
0.1 0.0 0.1
-0.3 -0.1 -0.1
0.0 0.2 -0.1
-0.5 0.1 0.0
0.5 0.1 -0.1
-0.4 0.0 -0.1
0.6 0.1 0.2
0.8 0.1 -0.4
-0.2 0.6 0.0
0.1 -0.1 -0.3
-0.1 -0.3 -0.1
0.8 0.0 -0.2
-0.4 -0.8 -0.3
0.3 0.0 0.3
-0.6 -0.3 -0.8
0.2 -0.5 0.0
-0.2 -0.5 -0.4
-0.3 0.0 0.0
0.5 0.1 0.1
0.2 -0.1 0.8
1.4 -0.2 -1.3
-2.1 0.0 1.5
0.7 0.9 -0.1
-0.4 1.5 0.2
0.1 0.8 -1.9
-0.8 0.0 0.7
-0.7 0.5 0.5
0.6 0.5 -0.5
-0.2 -1.0 0.6
0.6 -1.3 0.3
0.1 -0.3 -0.4
0.1 0.0 -0.1
-0.4 0.0 0.6
0.5 -0.8 -0.4
0.1 -0.3 -0.7
0.0 0.4 0.1
0.2 0.1 -0.1
-0.3 -0.1 0.0
0.5 0.4 0.1
-0.3 -0.2 0.0
0.6 0.1 0.3
0.1 -0.3 0.1
0.6 0.0 0.1
0.0 -0.4 0.2
0.1 0.2 -0.1
0.1 -0.1 0.1
0.1 0.1 0.0
-0.1 0.0 0.1
-0.8 -0.3 0.1
-0.3 -0.2 -0.1
4.0 -3.3 -2.0
-5.5 2.9 6.4
0.3 -1.2 -0.2
1.6 1.6 -1.4
-0.4 0.1 -0.4
4.2 -2.6 -1.9
-0.4 3.8 -0.7
-3.1 -1.5 -1.3
-0.9 0.4 0.8

Atom charges from the Mulliken analysis, given in e for atoms 1 to 2: 0.967, -1.473


Record 3
DFT (ωB97M-V/def2-TZVPD) results for a structure of composition C5H7NO.

LUMO level ... 0.659 eV
F_max ... 0.503 eV/Å
E_tot ... -8831.9311 eV
Total charge ... 0
Relative energy (zero: lowest compared OMol25 entry of this formula, charge and spin) ... 4.272 eV
M ... 97.1 g/mol

Positions of all 14 atoms, in Å:
C (0.257093, -0.364433, 1.756686)
N (0.029504, 0.084005, 0.393932)
C (0.765927, 0.972718, -0.306485)
C (0.245121, 0.894382, -1.674688)
C (-0.835940, -0.040409, -1.783731)
C (-0.890168, -0.474894, -0.479334)
O (-1.678839, -1.426500, 0.080992)
H (0.523822, -1.426574, 1.777409)
H (-0.660188, -0.226143, 2.333464)
H (1.064436, 0.223143, 2.200298)
H (1.490461, 1.628260, 0.157120)
H (0.561044, 1.612699, -2.427993)
H (1.339214, 0.296940, -1.367935)
H (-2.211486, -1.753193, -0.659735)

Atomic forces in eV per Å
0.0 0.0 0.2
0.0 0.0 -0.2
0.0 -0.2 0.0
0.0 0.3 -0.1
0.2 0.0 0.4
0.0 0.0 -0.1
-0.1 0.0 -0.2
0.0 0.2 -0.1
0.2 0.0 0.0
-0.2 -0.1 -0.1
-0.1 0.0 -0.1
0.0 -0.1 0.1
-0.1 0.0 0.0
0.0 0.0 0.1

Atom charges from the Mulliken analysis, given in e for atoms 1 to 2: -0.815, 0.155